{
  "formula": "C4H8O2",
  "method": "the ωB97M-V functional and the def2-TZVPD basis",
  "gap_ev": 10.7,
  "de_lowest_ev": 2.693,
  "lumo_ev": 0.99,
  "multiplicity": 1,
  "symbols": ["C", "O", "C", "C", "O", "C", "H", "H", "H", "H", "H", "H", "H", "H"],
  "xyz": [[-1.251881, -0.353325, -1.396363], [-0.015815, 0.329813, -1.380667], [0.627248, 0.511987, -0.161170], [-0.012533, 0.821087, 1.216712], [1.033233, 0.041962, 1.826938], [1.215800, -0.675764, 0.594481], [-1.480344, -0.861541, -0.448589], [-2.050271, 0.368533, -1.621006], [-1.225970, -1.115649, -2.186412], [1.400906, 1.261974, -0.348676], [-0.993444, 0.348237, 1.388582], [-0.037465, 1.852772, 1.581115], [0.544995, -1.550265, 0.547863], [2.245541, -0.979821, 0.387195]],
  "forces_ev_per_a": [[-0.31, -0.17, 0.02], [-0.12, 0.16, -0.02], [0.22, 0.07, 0.09], [-0.30, 0.25, -0.02], [-0.09, -0.14, 0.15], [0.15, -0.28, -0.27], [0.08, 0.16, -0.21], [0.08, -0.25, 0.10], [0.01, 0.22, 0.15], [-0.06, -0.16, 0.03], [0.18, 0.11, -0.13], [0.06, -0.14, -0.11], [0.19, 0.09, 0.04], [-0.10, 0.08, 0.18]],
  "nbo_charge": [-0.256, -0.522, 0.072, -0.100, -0.525, -0.095, 0.170, 0.179, 0.187, 0.192, 0.165, 0.187, 0.159, 0.186]
}